Entry 1:
# C40H52F7NO30P2

A 8-piece molecular cluster, C40H52F7NO30P2 overall in a non-equilibrium geometry (ωB97M-V with the def2-TZVPD basis set, the Open Molecules 2025 dataset).

* orbital gap: 7.856 eV
* SMILES string: C#C[C@]1(P(C)O)[C@](COCCOCCOCC)(N(C(C)=O)C(C)=O)OC(=O)[C@@]1(C)[PH2]=O.O=C1OC[C@@H](F)O1.O=C1OC[C@@H](F)O1.O=C1OC[C@@H](F)O1.O=C1OC[C@@H](F)O1.O=C1OC[C@@H](F)O1.O=C1OC[C@@H](F)O1.O=C1OC[C@@H](F)O1

Cartesian coordinates (Å):
P -2.39680 -3.01008 3.41293
P -0.76717 -3.08453 0.37740
F -5.09737 -0.20223 4.25120
F 6.48871 -0.22214 -5.89652
F 10.28318 -4.55425 -3.21938
F 5.68053 -3.05041 1.73497
F -2.40333 6.74398 0.23546
F 10.43519 2.60903 -4.81646
F -6.31643 7.36609 -2.65687
O 10.42655 -1.49512 -6.42384
O -2.16489 0.44791 0.50101
O -0.08328 2.60231 0.18886
O 7.70426 -0.33094 2.22359
O 9.95752 -2.90886 -4.71142
O -4.17689 4.24998 1.76830
O 2.90987 -0.23683 0.76004
O 4.75001 -1.50185 -5.27913
O 8.64644 0.12249 -3.28960
O 9.55381 -1.34810 3.05041
O -4.46658 6.36501 1.03511
O 7.68070 -2.55213 2.62778
O 8.36800 2.23810 -4.02280
O -7.15803 -0.56147 5.06673
O -7.56324 -1.66737 0.73415
O -10.70970 7.11019 -2.15080
O -0.34799 -0.69553 5.24423
O -9.02889 6.46017 -0.77496
O -5.70988 0.33794 -0.49071
O -3.38429 -2.67208 2.27746
O -8.94019 -1.73042 5.83735
O -6.88022 -2.67698 5.80657
O -8.55369 7.55181 -2.69326
O 2.74651 -2.02707 -4.35779
O 0.45908 -0.09148 3.07195
O -6.24516 5.17886 1.78942
O 3.23920 0.12553 -4.87235
O 6.58226 1.05887 -3.27381
O 11.62667 -3.40170 -6.14848
O 0.40981 -4.31918 -0.02304
N 0.51694 0.34809 0.58422
C -9.53813 7.04470 -1.89775
C -0.00613 -2.02705 1.77576
C -0.04986 -0.41943 1.71235
C -7.40117 7.59521 -1.87877
C -7.61723 6.47271 -0.91711
C -4.48538 1.15387 -0.39300
C -8.33873 -4.01124 0.34827
C -0.63633 -2.37393 3.24745
C 0.68645 1.80529 0.84986
C -7.76808 -1.66286 5.59038
C -0.18976 -0.99265 4.02470
C 6.34258 -2.12951 2.47945
C -6.66952 0.74231 0.52284
C 0.16967 -3.46519 4.18548
C 6.46876 -0.83630 1.74182
C 8.41833 -1.40580 2.66687
C -5.64084 -2.25077 5.26458
C 4.43314 0.75507 -5.31338
C -2.93572 4.68794 1.23613
C 3.51019 -1.20896 -4.79450
C 9.89009 0.55554 -3.81818
C 1.97478 -0.57332 -1.49630
C -0.99976 -2.13722 -1.23550
C -5.07038 5.25682 1.55044
C 9.74860 2.04176 -3.79756
C 1.75841 2.49615 1.82321
C -3.08433 6.17420 1.25642
C 7.75900 1.13256 -3.50984
C -3.59857 0.58590 0.83892
C 11.65329 -4.37715 -5.11816
C -7.94258 -0.25280 0.65977
C 2.71059 -3.11753 2.03070
C 1.82431 -0.11953 0.06883
C 5.14594 -0.35911 -6.00825
C 1.44812 -2.76135 1.93397
C 10.65119 -2.50939 -5.81379
C -1.54663 0.26196 1.82896
C -8.47930 -2.46801 -0.10206
C 10.27795 -4.27407 -4.54334
C -5.77738 -0.76283 5.27984
H -2.31438 -4.46433 3.46548
H 4.98339 1.13510 -4.44776
H 3.85890 -3.24605 2.03540
H -0.25769 -2.52726 -2.04869
H 2.95246 -0.13702 -1.94268
H -8.59816 -4.70045 -0.55111
H 10.03736 2.50838 -2.85075
H 0.26694 -4.49679 3.69330
H -2.05721 -2.41835 -1.64113
H -8.49105 -0.01811 1.66415
H -8.16871 -2.37076 -1.20686
H -6.22665 0.85783 1.58392
H -9.58003 -2.12483 0.07825
H 10.72084 0.20880 -3.20054
H -1.50815 1.27375 2.41406
H -7.28361 5.50822 -1.31179
H -4.06630 -0.44802 1.11623
H 2.45419 3.25075 1.27008
H 1.03687 -0.33977 -2.11277
H -2.93913 -2.55890 4.66037
H 2.45394 1.74954 2.35063
H -4.78110 2.25517 -0.24109
H -5.52829 -2.65482 4.25340
H 12.43340 -4.12051 -4.39530
H -2.81352 4.28901 0.22472
H -7.24202 -4.24297 0.67205
H -3.84265 0.98949 -1.35068
H 1.17906 3.08322 2.63799
H -7.31951 8.58018 -1.40910
H -2.10198 4.34438 1.85120
H 2.16048 -1.72544 -1.44082
H 6.52972 -0.97254 0.65795
H 4.21296 1.58913 -5.98272
H -8.67608 -0.03948 -0.19943
H -7.12782 6.64672 0.04255
H -3.72898 1.23718 1.80154
H 1.13555 -3.04460 4.63700
H -2.79513 6.64239 2.20224
H -5.47818 -0.29331 6.22204
H 10.01369 0.15519 -4.82924
H 11.86246 -5.36931 -5.52224
H 5.65007 -0.14896 1.96310
H -9.06080 -4.28116 1.20727
H -4.80561 -2.59812 5.87612
H 5.87353 -2.04127 3.46418
H -7.08916 1.77859 0.19709
H 4.87224 -0.48112 -7.06081
H 9.53103 -4.89221 -5.05054
H -0.54887 -3.62659 5.09717
H 0.19890 -5.14753 0.47234
H -2.29264 -0.39292 2.41022
H -0.86135 -1.00115 -1.18349

Atoms 1-3, force components in eV/Å:
-2.53 0.43 -3.36
-0.95 -2.16 -0.47
0.17 0.24 0.00

Entry 2:
# C40H52I2N3O2P2SSc

C40H52I2N3O2P2SSc as an isolated structure in a non-equilibrium geometry (ωB97M-V with the def2-TZVPD basis set, the Open Molecules 2025 dataset).

* orbital gap (alpha / beta): 5.024 / 5.065 eV
* total charge: -2

Cartesian coordinates (Å):
I 16.04258 14.68804 7.02884
I 8.74361 9.22456 8.29546
Sc 15.94995 12.28794 9.05153
S 8.54408 11.13501 11.12101
P 15.46612 12.21808 12.97304
P 15.72026 8.18321 9.57876
O 15.08512 10.77315 5.37712
O 15.69307 11.05883 7.50968
N 17.16715 11.18827 10.38182
N 8.80276 13.28012 9.63460
N 13.65014 11.61282 9.40877
C 17.78344 12.27050 10.94818
C 17.37354 8.90898 9.41124
C 15.73398 7.60847 11.40356
C 19.27625 9.98274 10.43148
C 9.48380 12.21529 10.16920
C 19.51771 13.88588 11.20968
C 16.92656 13.16207 11.77505
C 12.32916 10.47458 6.21063
C 16.54787 5.50715 8.63191
C 19.67870 8.49190 8.65944
C 14.80678 10.79247 6.56550
C 11.70981 13.13184 9.22443
C 14.08118 13.52002 13.20182
C 13.04184 11.16324 10.58569
C 16.89469 6.65920 11.63727
C 10.70966 9.92800 7.95488
C 15.97320 13.86370 10.85334
C 15.57570 6.67484 8.42865
C 10.89185 12.13851 9.89331
C 19.54315 15.78653 12.83661
C 18.87705 14.60612 12.23800
C 17.64539 14.16968 12.59610
C 11.61280 10.87506 10.31677
C 15.55728 11.04764 15.44610
C 17.79058 11.76618 14.59209
C 14.11336 6.30129 8.30862
C 14.39303 7.07876 11.94189
C 14.41841 14.92012 13.74421
C 13.05401 12.83992 8.95479
C 11.79768 9.91905 9.03089
C 10.99519 10.19321 6.65975
C 13.21378 10.27233 8.54977
C 20.19668 9.17256 9.77633
C 18.30181 8.34183 8.54768
C 19.04359 12.72094 10.60460
C 12.90344 12.92305 13.95739
C 16.27840 12.11030 14.65584
C 20.55735 7.74760 7.68800
C 13.39366 10.56857 7.10160
C 17.89944 10.05888 10.06039
H 13.70763 13.52640 8.36174
H 17.93046 10.74882 14.33528
H 16.10100 13.03771 15.21871
H 13.61182 10.65341 11.37688
H 19.58808 10.67854 11.20862
H 16.44333 5.63397 11.74334
H 20.48215 14.24754 10.91237
H 13.93816 9.55304 8.97249
H 13.81299 13.60391 12.14725
H 15.84812 7.14991 7.48063
H 13.45641 15.52780 13.86099
H 18.22424 11.90878 15.62750
H 13.56987 7.76425 11.87759
H 18.36723 12.40564 13.89497
H 13.70945 5.94147 9.28530
H 11.25998 14.04422 8.89892
H 12.54505 11.94719 13.59163
H 13.99476 5.52970 7.58322
H 7.80324 13.36439 9.78145
H 16.10434 4.70839 9.26778
H 15.72713 11.15408 16.52494
H 14.44725 10.96410 15.27018
H 20.01928 7.61045 6.73962
H 19.08888 16.03999 13.84579
H 20.61425 15.59909 13.02521
H 16.40262 14.70759 10.28720
H 14.90408 14.86697 14.75349
H 17.49924 5.83624 9.09918
H 14.04341 6.17257 11.36380
H 17.74004 6.70580 10.88189
H 15.05690 14.16754 11.32858
H 19.52495 16.69942 12.25635
H 13.17660 12.79097 15.00030
H 13.54063 7.20766 8.08398
H 11.77725 8.91985 9.38817
H 15.13664 15.48403 13.08786
H 19.64732 12.27017 9.81824
H 17.99715 7.69480 7.70193
H 15.94783 10.02644 15.16182
H 11.11267 10.47733 11.19625
H 14.47605 6.67949 13.00789
H 20.74257 6.79936 8.16454
H 16.90179 5.02827 7.70630
H 21.26679 9.03367 10.07494
H 21.47034 8.31340 7.47828
H 10.20862 10.16922 5.92234
H 15.97228 8.58406 11.93538
H 17.36010 6.85470 12.65560
H 9.35505 14.11811 9.44779
H 12.58064 10.51348 5.11812
H 17.14459 14.61917 13.47083
H 12.01473 13.60940 13.88784

Atoms 1-3, force components in eV/Å:
0.19 -0.44 0.40
0.55 -0.06 -0.11
-1.28 0.58 0.05

Entry 3:
# C40H52N2OP3RuSi2Te

C40H52N2OP3RuSi2Te as an isolated structure (ωB97M-V with the def2-TZVPD basis set, the Open Molecules 2025 dataset).

* orbital gap (alpha / beta): 6.452 / 6.292 eV
* <S²>: 8.771
* multiplicity: 6

Cartesian coordinates (Å):
Te -2.10212 0.52436 -1.89816
Ru -0.36831 -0.96409 -0.46895
P -0.42508 1.26117 1.32303
P 1.59451 1.23153 -0.81992
P -1.53805 -3.93202 -2.22138
Si 2.58551 -1.35289 -2.13595
Si 0.07258 -1.55049 2.74072
O -1.09244 -2.85232 -1.28265
N 1.70033 -0.36811 -1.05056
N -0.30583 -0.31309 1.63114
C 1.88584 -1.21167 -3.87908
C 2.89727 1.74736 0.33569
C 2.43329 -3.12655 -1.51803
C 1.95034 2.57271 4.41634
C 3.97580 3.48601 1.60882
C 4.42875 -0.98879 -2.24373
C 3.05081 3.09667 0.65554
C 3.59765 2.85681 -3.99065
C 4.60547 1.18851 1.94195
C 0.95766 2.53089 -3.19459
C 0.19428 3.66045 2.56828
C -5.11348 0.55650 -1.31219
C -3.94207 -1.11510 -0.05562
C 0.09015 1.74832 -0.22259
C -6.30809 0.15573 -0.73067
C -0.48936 -1.13615 4.49574
C -4.83298 2.47067 1.80818
C -3.32584 -3.95319 -2.37297
C -0.87155 -3.72254 -3.87417
C 1.90323 -1.99669 2.74245
C 3.67362 0.79757 0.98703
C -4.31883 1.40189 2.52623
C -5.13648 -1.51870 0.52406
C 0.83651 4.48177 3.47832
C 1.24624 3.08505 -4.43284
C 1.98654 2.11467 -2.35459
C 4.75654 2.53078 2.25244
C -6.32526 -0.88564 0.18760
C -2.98573 1.04225 2.37673
C 2.56603 3.24297 -4.83494
C -0.83022 -3.11578 2.20965
C 0.41423 2.28195 2.57916
C -1.02265 -5.55825 -1.65537
C 1.71620 3.93765 4.40837
C -2.68287 2.82211 0.78973
C -2.16311 1.74468 1.50492
C 1.29976 1.74902 3.50449
C 3.30847 2.29405 -2.75485
C -4.01235 3.18373 0.94220
C -3.91384 -0.07723 -0.98745
H -0.45328 -3.51503 1.26421
H 1.50510 0.68734 3.51490
H -5.11339 1.37323 -2.02597
H -0.47941 4.08804 1.83527
H 4.63381 -0.07471 -2.80453
H 1.39504 -3.37313 -1.28375
H -2.58955 0.18883 2.91481
H 2.22008 4.57991 5.12038
H 2.64447 2.14195 5.12779
H 4.62957 2.99644 -4.28941
H -0.06895 2.44296 -2.86440
H -4.95822 0.83513 3.19279
H 2.27491 -1.99280 -4.54083
H -1.21243 -2.77105 -4.28403
H -1.50627 -1.49995 4.67299
H 2.08822 -2.82508 3.43358
H -3.65252 -4.69148 -3.10742
H -5.87573 2.74367 1.91546
H -0.49573 -0.05663 4.66891
H 3.01272 -3.25671 -0.59859
H -1.19563 -4.53724 -4.52498
H 4.08340 4.53456 1.85935
H 5.20841 0.44045 2.44282
H -1.40762 -5.72764 -0.64958
H -3.66132 -2.95997 -2.67634
H -7.25772 -1.19691 0.64319
H 0.06664 -5.60122 -1.62503
H 0.21769 -3.70723 -3.82591
H -7.22986 0.66071 -0.99551
H -2.04356 3.34470 0.08839
H -4.41526 4.01150 0.37111
H 2.43046 3.83859 0.16411
H -3.01783 -1.61087 0.22344
H 0.43942 3.40325 -5.08166
H -1.39634 -6.33563 -2.32443
H 3.53452 -0.25060 0.75118
H -0.69686 -3.88532 2.97852
H 2.79010 3.67924 -5.80060
H -5.13524 -2.32249 1.25203
H 4.93452 -1.81040 -2.76184
H 2.15025 -0.24297 -4.31498
H -1.90151 -2.93686 2.09228
H 2.81277 -3.84426 -2.25321
H 4.11654 2.00602 -2.09208
H 4.88912 -0.88977 -1.25704
H 5.47734 2.83713 3.00121
H -3.77343 -4.18002 -1.40499
H 0.15654 -1.58873 5.25395
H 2.20508 -2.31887 1.74053
H 2.55424 -1.16642 3.02635
H 0.79396 -1.27143 -3.87387
H 0.65165 5.54927 3.46454

Atoms 1-3, force components in eV/Å:
-0.10 0.13 -0.12
0.36 -0.10 0.02
-0.13 0.08 0.00

Entry 4:
# C40H53NOP2RuSi3

C40H53NOP2RuSi3 as an isolated structure (ωB97M-V with the def2-TZVPD basis set, the Open Molecules 2025 dataset).

* orbital gap (alpha / beta): 7.923 / 6.026 eV
* <S²>: 6.025
* multiplicity: 5
* total charge: +2

Cartesian coordinates (Å):
Ru -0.51409 0.46405 -0.66381
P -1.10292 -1.98208 -0.37573
P 2.27856 0.10023 -0.62506
Si -3.18096 2.06576 0.62990
Si -0.57410 3.81979 0.29100
Si -1.94511 2.40067 -2.28339
O -1.04152 0.97529 -2.63116
N 0.02156 0.10944 1.21523
C 0.00134 -4.39954 0.53656
C 1.76858 -5.53816 -0.63134
C 2.77576 0.98614 -2.12989
C 0.84951 -5.48610 0.41066
C 1.84298 -4.50145 -1.54801
C 2.14971 1.24273 0.87675
C -4.31824 0.65444 0.11622
C 3.69550 -0.89912 -0.09278
C 3.71487 0.40265 -2.98544
C -2.80686 -3.96785 -1.42000
C 4.97075 -0.32759 -0.11560
C 2.07495 2.10890 -2.56129
C 0.08121 -3.34396 -0.37517
C 2.34274 2.67813 -3.79436
C 3.29350 2.10796 -4.62970
C 6.04946 -1.03573 0.37772
C 3.51095 -2.16165 0.45496
C -1.57243 -1.70942 1.42638
C -4.29430 3.57076 0.46632
C -0.47114 -0.89929 1.98368
C -1.55598 2.29618 -0.43638
C 1.00664 -3.40248 -1.41573
C -0.83059 0.31052 -3.88054
C 4.59909 -2.86844 0.95088
C -2.84018 1.77543 2.45392
C -4.41302 -2.09492 -2.70578
C 0.38708 -1.08614 3.11073
C 1.02491 4.43940 -0.51859
C -3.32184 -1.68231 -1.96259
C -1.26622 3.84272 -3.23740
C -3.89720 -4.38168 -2.16785
C -0.08960 3.53596 2.09332
C 1.22036 0.49287 1.73889
C 3.96622 0.96289 -4.22850
C 5.86632 -2.30998 0.90569
C 1.43882 -0.22128 2.95766
C -4.70670 -3.44845 -2.80126
C -2.52693 -2.60666 -1.29181
C -3.65944 2.09263 -2.95493
C -1.66294 5.34795 0.17642
H -2.50246 -1.13534 1.41457
H 4.45175 -3.85383 1.37155
H -0.18269 2.51194 2.44586
H -1.74029 -2.62420 1.99001
H -0.83079 1.04865 -4.68079
H -0.72765 -4.39635 1.33452
H -3.65232 2.39274 -4.00478
H -3.06743 -0.62841 -1.91985
H -2.64310 2.70305 2.98690
H 2.55461 -4.54188 -2.35997
H -3.96197 1.04931 -2.91532
H 2.29129 -0.10198 3.60318
H 1.73107 2.19744 0.56548
H -2.31101 5.45476 1.04073
H -4.36955 3.95807 -0.54691
H 1.06070 -2.59451 -2.14135
H -5.29569 3.25813 0.76488
H -3.95751 -0.36330 0.23166
H 0.14341 -0.17696 -3.84793
H 2.52102 -2.59632 0.51029
H -2.17726 -4.71020 -0.95055
H 1.25208 5.30726 0.10631
H 3.50802 2.55304 -5.59049
H 1.80956 3.56508 -4.10472
H -5.02892 -1.36855 -3.21907
H 6.71394 -2.86058 1.28736
H 5.12499 0.66138 -0.52887
H -0.35835 4.28081 -2.84551
H 0.91238 4.81797 -1.52928
H -1.62160 -0.42296 -4.04170
H -5.16815 0.75933 0.79393
H -2.01323 1.09904 2.66258
H 1.91497 3.81731 -0.50361
H 7.03636 -0.59560 0.35169
H -2.02548 4.62358 -3.27961
H 4.69637 0.50622 -4.88097
H 0.93998 3.85735 2.25228
H 3.11782 1.39678 1.35405
H -2.28431 5.38918 -0.71513
H -4.42895 2.68245 -2.46590
H 0.78375 -6.30175 1.11629
H 1.29954 2.54372 -1.93810
H -5.55697 -3.77692 -3.38114
H -4.01263 4.39584 1.11124
H -1.01239 6.22152 0.15834
H -4.11038 -5.43672 -2.26122
H -1.07902 3.53980 -4.26926
H -3.73875 1.34000 2.89204
H 0.22681 -1.79022 3.90643
H 4.25674 -0.48404 -2.68609
H 2.42067 -6.39404 -0.73046
H -4.71200 0.75368 -0.89016
H -0.71222 4.14920 2.74366

Atoms 1-3, force components in eV/Å:
0.01 -0.07 -0.05
-0.39 0.28 0.04
-0.47 0.43 -0.30